(1)
Below is a single C5H9Cl molecule, with properties calculated with wB97M-V/def2-TZVPD.

Results
ΔE to the lowest compared entry with this formula, charge and spin: 122.9 kJ/mol
calculated total energy: -17852.057 eV
orbital gap: 10.8 eV
HOMO level: -0.359 hartree

Structure (XYZ):
```
15
C5H9Cl wB97M-V/def2-TZVPD
C 1.847 -0.815 0.099
C 0.879 0.374 0.152
C -0.430 0.121 -0.507
C -1.557 -0.279 0.458
C -1.580 1.028 -0.222
H 1.543 -1.539 -0.610
H 2.933 -0.661 -0.126
H 1.758 -1.362 1.061
H 0.776 0.765 1.144
H 1.428 1.208 -0.381
H -2.331 -0.949 0.028
H -1.265 -0.386 1.497
H -2.369 1.232 -0.945
H -1.546 1.890 0.409
Cl -0.086 -0.627 -2.055
```

***

(2)
Below is 2 unconnected molecules or ions with the total composition C5H9Cl2O2P, with properties calculated with wB97M-V/def2-TZVPD.

Results
ΔE to the lowest compared entry with this formula, charge and spin: 18.9 kJ/mol
calculated total energy: -43759.276 eV
orbital gap: 9.5 eV
HOMO level: -0.329 hartree

Structure (XYZ):
```
19
C5H9Cl2O2P wB97M-V/def2-TZVPD
C -2.440 2.014 0.291
C -3.433 -0.204 0.028
C 2.897 -1.522 0.633
C -1.010 0.350 -0.622
C -2.309 0.779 -0.073
O -2.404 3.116 0.640
O 2.329 0.211 -1.633
P 2.952 0.083 -0.301
Cl -0.117 -0.541 0.664
Cl 4.862 0.748 -0.297
H 2.673 0.920 0.779
H -3.594 -0.540 1.040
H -3.159 -1.102 -0.566
H -4.339 0.402 -0.477
H 3.507 -1.526 1.461
H 1.877 -1.650 0.947
H 3.305 -2.322 -0.013
H -0.399 1.195 -0.991
H -1.198 -0.413 -1.511
```

***

(3)
Below is 2 unconnected molecules or ions with the total composition C5H9ClINS, with properties calculated with wB97M-V/def2-TZVPD.

Results
ΔE to the lowest compared entry with this formula, charge and spin: 159.6 kJ/mol
calculated total energy: -38275.955 eV
orbital gap: 9.3 eV
HOMO level: -0.329 hartree

Structure (XYZ):
```
18
C5H9ClINS wB97M-V/def2-TZVPD
C -1.769 1.781 -0.324
C 1.030 1.397 2.049
C 0.593 -2.800 -2.257
C 0.002 0.561 1.324
C 0.601 -2.273 -1.031
N -0.852 2.221 -1.073
S -1.604 1.041 1.209
Cl -3.406 1.817 -0.834
I -1.029 -2.808 0.176
H 1.501 2.441 1.807
H 1.882 0.787 1.827
H 0.952 1.230 3.188
H -0.287 -3.028 -2.923
H 0.355 -0.555 1.905
H 1.573 -2.797 -2.676
H 0.142 0.345 0.274
H 1.548 -1.852 -0.626
H -1.231 2.489 -2.016
```

***

(4)
Below is a single C5H9ClN2 molecule, with properties calculated with wB97M-V/def2-TZVPD.

Results
ΔE to the lowest compared entry with this formula, charge and spin: 324.2 kJ/mol
calculated total energy: -20830.495 eV
orbital gap: 9.9 eV
HOMO level: -0.333 hartree

Structure (XYZ):
```
17
C5H9ClN2 wB97M-V/def2-TZVPD
C 0.055 2.021 0.155
C 0.421 0.499 -0.258
C 1.593 -0.177 0.427
C 0.627 -1.419 0.700
C -1.578 -0.837 -0.286
H -0.893 2.155 -0.446
H 0.956 2.800 0.106
H -0.344 1.954 1.166
H 0.467 0.256 -1.259
H 1.672 0.377 1.404
H 0.798 -2.370 0.051
H 0.709 -1.586 1.790
H -1.919 -1.744 0.046
H -2.919 -0.960 -1.744
N -0.383 -0.467 0.316
N -2.159 -0.191 -1.274
Cl 2.897 -0.312 -0.893
```

***

(5)
Below is 2 unconnected molecules or ions with the total composition C5H9ClNOPS, with properties calculated with wB97M-V/def2-TZVPD.

Results
calculated total energy: -41510.091 eV
orbital gap: 8.5 eV
HOMO level: -0.306 hartree

Structure (XYZ):
```
19
C5H9ClNOPS wB97M-V/def2-TZVPD
C -0.615 -0.663 -0.420
C 0.136 0.419 -0.343
C -0.697 -1.435 -1.755
C -1.428 -1.254 0.638
C 2.389 1.246 -0.456
N -0.684 1.662 1.236
O 0.969 1.296 -0.786
P -0.211 1.537 2.794
S 1.019 0.069 2.693
Cl -1.993 2.470 0.581
H -1.743 -1.087 -1.999
H -0.060 -1.100 -2.521
H -0.626 -2.549 -1.723
H -1.355 -2.256 0.606
H -2.521 -1.043 0.871
H -0.982 -0.900 1.630
H 2.973 0.647 -1.097
H 2.443 0.715 0.442
H 2.986 2.228 -0.390
```

***

(6)
Below is a molecular structure, C5H9ClO, with properties calculated with wB97M-V/def2-TZVPD.

Results
ΔE to the lowest compared entry with this formula, charge and spin: 126.7 kJ/mol
calculated total energy: -19899.894 eV
orbital gap: 11.1 eV
HOMO level: -0.368 hartree

Structure (XYZ):
```
16
C5H9ClO wB97M-V/def2-TZVPD
C 1.760 -0.586 0.838
C 0.472 0.162 0.659
C -0.148 -0.335 -0.604
C -1.293 0.478 -1.184
C -0.433 0.447 -2.472
H 2.347 -0.159 1.713
H 2.314 -0.529 -0.073
H 1.638 -1.633 1.068
H 0.678 1.208 0.594
H -0.403 -1.369 -0.515
H -1.369 1.426 -0.708
H -2.266 0.036 -1.173
H -0.711 -0.327 -3.251
H -0.216 1.393 -2.956
O 0.691 -0.071 -1.733
Cl -0.570 -0.028 2.102
```

***

(7)
Below is a molecular structure, C5H9CuO3, with properties calculated with wB97M-V/def2-TZVPD.

Results
multiplicity: 2
ΔE to the lowest compared entry with this formula, charge and spin: 620.8 kJ/mol
calculated total energy: -56097.815 eV
total charge: +1
orbital gap (spin up / spin down): 8.3 / 7.3 eV
<S²>: 0.78
HOMO level (spin up / spin down): -0.488 / -0.492 hartree

Structure (XYZ):
```
18
C5H9CuO3 wB97M-V/def2-TZVPD
O 2.096 -0.373 -0.001
C 1.771 0.730 0.577
C 1.086 0.539 1.924
H 0.320 1.454 -1.382
H 1.812 0.414 2.739
H 0.647 1.531 2.136
O -0.406 -0.514 -1.803
C -0.907 0.529 -1.120
C -1.605 -0.116 0.101
O -0.611 -0.902 0.771
C -0.039 -0.485 2.017
Cu 0.660 -1.557 -0.562
H -1.019 1.564 -0.730
H -2.506 -0.691 -0.152
H -1.925 0.689 0.782
H 0.338 -1.396 2.498
H -0.853 -0.098 2.643
H 1.501 1.786 0.369
```

***

(8)
Below is a molecular structure, C5H9F, with properties calculated with wB97M-V/def2-TZVPD.

Results
ΔE to the lowest compared entry with this formula, charge and spin: 333.2 kJ/mol
calculated total energy: -8044.590 eV
orbital gap: 10.3 eV
HOMO level: -0.343 hartree

Structure (XYZ):
```
15
C5H9F wB97M-V/def2-TZVPD
C 2.439 0.455 -0.418
C 1.496 -0.740 -0.168
C 0.496 -0.377 0.805
C -0.542 0.748 0.414
C -1.816 0.545 -0.018
H 3.653 -0.072 -0.640
H 2.654 1.171 0.473
H 1.895 1.041 -1.528
H 1.997 -1.606 0.174
H 0.913 -0.871 -1.180
H -0.147 -1.206 1.135
H 0.725 -0.150 1.914
H -0.281 1.751 0.115
H -2.438 1.319 -0.143
F -2.379 -0.574 -0.446
```

***

(9)
Below is 2 unconnected molecules or ions with the total composition C5H9F2O3P, with properties calculated with wB97M-V/def2-TZVPD.

Results
ΔE to the lowest compared entry with this formula, charge and spin: 52.9 kJ/mol
calculated total energy: -26196.619 eV
orbital gap: 10.4 eV
HOMO level: -0.355 hartree

Structure (XYZ):
```
20
C5H9F2O3P wB97M-V/def2-TZVPD
C 3.427 1.527 0.756
C 2.227 2.350 0.361
F 2.541 3.023 -0.835
P 0.638 1.426 0.065
H 3.624 0.759 0.005
H 4.311 2.157 0.849
H 3.242 1.037 1.711
H 2.035 3.130 1.102
H 1.179 0.128 0.212
H 0.168 1.445 1.393
C -2.464 -1.522 -1.531
C -2.315 -2.664 -0.540
O -1.949 -2.002 0.652
C -2.314 -0.692 0.567
O -2.265 0.081 1.463
O -2.745 -0.410 -0.683
F -1.326 -3.521 -0.891
H -1.518 -1.357 -2.049
H -3.272 -1.651 -2.245
H -3.223 -3.244 -0.363
```

***

(10)
Below is a single C5H9F3NO2P molecule, with properties calculated with wB97M-V/def2-TZVPD.

Results
ΔE to the lowest compared entry with this formula, charge and spin: 0.0 kJ/mol
calculated total energy: -28357.786 eV
orbital gap: 9.6 eV
HOMO level: -0.335 hartree

Structure (XYZ):
```
21
C5H9F3NO2P wB97M-V/def2-TZVPD
C 1.278 -0.272 -0.126
C 0.183 0.542 -0.244
C -2.691 1.014 -0.361
C 1.465 -1.606 0.584
C 0.390 1.973 -1.021
N 2.800 -2.131 0.510
O -1.372 -1.307 0.430
O -1.392 0.667 2.044
F 0.082 2.944 -0.150
F 1.626 2.163 -1.474
F -0.375 2.048 -2.086
P -1.330 0.365 0.594
H 2.039 -0.020 -0.879
H -3.554 1.218 0.277
H -2.478 2.144 -0.471
H -2.991 0.524 -1.324
H 1.153 -1.639 1.640
H 0.782 -2.224 0.059
H -2.000 -1.467 1.162
H 3.242 -2.309 -0.454
H 3.143 -2.627 1.289
```

***

(11)
Below is a single C5H9F5NP molecule, with properties calculated with wB97M-V/def2-TZVPD.

Results
calculated total energy: -29692.897 eV
orbital gap: 8.5 eV
HOMO level: -0.291 hartree

Structure (XYZ):
```
21
C5H9F5NP wB97M-V/def2-TZVPD
N 0.955 -0.325 2.677
P -0.815 -0.126 2.816
C -1.558 0.609 1.205
C -0.432 1.417 0.281
C -0.265 0.708 -1.188
C 1.010 -0.323 -1.317
F 1.124 -1.292 -0.180
F 2.245 0.510 -1.480
C 0.728 -1.273 -2.664
F 0.183 -0.496 -3.802
F -0.281 -2.295 -2.195
F 2.029 -1.958 -2.964
H 1.490 0.460 3.109
H 1.185 -1.215 3.189
H -1.399 -1.467 2.949
H -2.409 1.366 1.563
H -2.137 -0.194 0.540
H -0.877 2.507 0.092
H 0.580 1.570 0.871
H -0.058 1.585 -1.966
H -1.299 0.232 -1.538
```

***

(12)
Below is a molecular structure, C5H9F6NO8PS4Zn, with properties calculated with wB97M-V/def2-TZVPD.

Results
ΔE to the lowest compared entry with this formula, charge and spin: 57.1 kJ/mol
calculated total energy: -140558.682 eV
total charge: -1
orbital gap: 7.9 eV
HOMO level: -0.202 hartree

Structure (XYZ):
```
35
C5H9F6NO8PS4Zn wB97M-V/def2-TZVPD
Zn 8.811 7.629 4.984
F 7.102 10.402 10.306
C 7.230 9.309 9.608
F 6.150 9.103 8.810
F 7.280 8.268 10.483
S 8.861 9.303 8.752
O 8.908 8.007 8.139
O 9.828 9.752 9.700
N 8.580 10.473 7.687
S 8.216 10.393 6.177
O 9.236 9.593 5.478
O 6.859 10.210 5.725
C 8.488 12.080 5.674
F 9.717 12.573 5.890
F 8.364 12.068 4.351
F 7.574 12.839 6.243
O 11.944 6.420 3.801
S 10.620 5.917 3.836
O 10.067 6.103 5.246
O 10.508 4.535 3.406
S 9.271 7.202 2.765
C 6.277 4.508 5.405
P 6.928 5.606 6.627
C 5.644 5.581 7.830
C 8.314 4.767 7.382
O 7.212 7.003 6.155
H 6.248 3.496 5.834
H 6.846 4.512 4.484
H 5.251 4.917 5.290
H 5.393 4.527 7.959
H 4.856 6.211 7.414
H 6.061 6.014 8.746
H 8.001 3.880 7.983
H 8.825 5.507 8.049
H 8.941 4.562 6.535
```

***

(13)
Below is 2 unconnected molecules or ions with the total composition C5H9FN, with properties calculated with wB97M-V/def2-TZVPD.

Results
ΔE to the lowest compared entry with this formula, charge and spin: 41.9 kJ/mol
calculated total energy: -9537.980 eV
total charge: -1
orbital gap: 7.7 eV
HOMO level: -0.142 hartree

Structure (XYZ):
```
16
C5H9FN wB97M-V/def2-TZVPD
C 0.089 -0.427 -0.075
H -1.119 -1.020 1.483
F 1.157 2.594 0.168
C -0.933 0.059 0.948
H -0.441 0.898 1.543
C 1.475 -0.622 0.524
H 2.245 -0.209 -0.147
H 1.456 -0.193 1.539
H 1.703 -1.695 0.636
C 0.057 0.166 -1.470
H 0.081 -0.631 -2.230
H -0.840 0.779 -1.649
H 0.960 0.779 -1.616
C -2.219 0.448 0.423
N -3.303 0.652 0.057
H -0.368 -1.577 -0.134
```

***

(14)
Below is a single C5H9FN2 molecule, with properties calculated with wB97M-V/def2-TZVPD.

Results
ΔE to the lowest compared entry with this formula, charge and spin: 92.2 kJ/mol
calculated total energy: -11027.556 eV
orbital gap: 10.4 eV
HOMO level: -0.355 hartree

Structure (XYZ):
```
17
C5H9FN2 wB97M-V/def2-TZVPD
C -1.970 0.105 -0.444
C 0.548 0.207 -0.107
C 0.345 -0.012 1.431
C 0.968 -1.128 -0.753
C 1.588 1.168 -0.374
H -1.852 -0.997 -0.515
H -2.725 0.387 -1.209
H -2.371 0.279 0.590
H -0.737 1.741 -0.434
H 0.275 0.963 1.936
H -0.602 -0.559 1.583
H 1.142 -0.552 1.935
H 0.323 -1.957 -0.439
H 1.038 -1.117 -1.833
N -0.680 0.759 -0.716
N 2.415 1.978 -0.362
F 2.295 -1.267 -0.289
```

***

(15)
Below is 2 unconnected molecules or ions with the total composition C5H9FO, with properties calculated with wB97M-V/def2-TZVPD.

Results
ΔE to the lowest compared entry with this formula, charge and spin: 262.5 kJ/mol
calculated total energy: -10093.073 eV
orbital gap: 11.2 eV
HOMO level: -0.375 hartree

Structure (XYZ):
```
16
C5H9FO wB97M-V/def2-TZVPD
C -1.795 -0.091 0.508
C -0.932 0.905 -0.118
C -1.619 2.089 -0.746
C 3.114 -1.795 0.472
C 2.028 -1.731 -0.267
O -1.083 0.806 1.299
F -1.448 -1.360 0.527
H -2.859 0.100 0.701
H -2.232 1.868 -1.605
H -0.885 2.895 -1.037
H -2.363 2.458 0.049
H -0.012 0.447 -0.448
H 3.351 -2.653 1.155
H 3.699 -0.906 0.560
H 1.173 -2.307 -0.481
H 1.863 -0.724 -0.569
```

***

(16)
Below is a molecular structure, C5H9KO6, with properties calculated with wB97M-V/def2-TZVPD.

Results
multiplicity: 2
ΔE to the lowest compared entry with this formula, charge and spin: 95.0 kJ/mol
calculated total energy: -33932.430 eV
total charge: +1
orbital gap (spin up / spin down): 9.4 / 6.2 eV
<S²>: 0.76
HOMO level (spin up / spin down): -0.487 / -0.487 hartree

Structure (XYZ):
```
21
C5H9KO6 wB97M-V/def2-TZVPD
H 2.312 -2.084 -0.165
C 1.516 -1.357 -0.415
C 1.920 0.058 -0.047
O 3.148 0.351 -0.692
C 3.697 1.517 -0.412
O 3.187 2.442 0.173
O 4.968 1.494 -0.800
K -1.020 -1.291 2.659
O 0.334 -1.687 0.255
H 1.348 -1.459 -1.500
H 2.060 0.158 1.040
H 1.150 0.769 -0.377
H 5.341 2.383 -0.724
C -3.454 -0.614 -0.391
C -3.558 0.973 -0.416
O -3.950 1.538 -1.385
O -2.339 -1.017 0.231
H -3.527 -0.968 -1.431
H -3.287 1.476 0.536
H -4.374 -0.854 0.183
H -0.745 -1.487 -0.327
```

***

(17)
Below is a molecular structure, C5H9Mg2O4, with properties calculated with wB97M-V/def2-TZVPD.

Results
multiplicity: 2
ΔE to the lowest compared entry with this formula, charge and spin: 22.1 kJ/mol
calculated total energy: -24409.569 eV
orbital gap (spin up / spin down): 6.3 / 5.7 eV
<S²>: 0.75
HOMO level (spin up / spin down): -0.230 / -0.236 hartree

Structure (XYZ):
```
20
C5H9Mg2O4 wB97M-V/def2-TZVPD
O -0.190 -1.633 -0.474
C -1.380 -1.536 0.229
C -1.565 -0.101 0.699
O -1.299 0.730 -0.430
C -2.422 1.011 -1.255
Mg 0.620 1.349 -0.994
H -1.601 -2.201 1.083
H -2.192 -1.770 -0.488
H -0.899 0.192 1.523
H -2.581 0.052 1.095
H -2.228 1.891 -1.880
H -2.612 0.157 -1.917
H -3.298 1.198 -0.615
O 3.434 -1.548 0.778
C 4.100 -0.468 0.907
C 3.310 0.770 0.488
O 1.969 0.543 0.157
Mg 1.590 -1.364 0.055
H 3.900 1.260 -0.312
H 3.345 1.466 1.351
```

***

(18)
Below is a molecular structure, C5H9MgNO4, with properties calculated with wB97M-V/def2-TZVPD.

Results
calculated total energy: -20433.516 eV
total charge: +2
orbital gap: 3.0 eV
HOMO level: -0.615 hartree

Structure (XYZ):
```
20
C5H9MgNO4 wB97M-V/def2-TZVPD
N 2.378 0.275 0.591
C 1.961 -0.169 -0.786
C 0.571 -0.855 -0.849
C -0.549 -0.169 -0.025
O -1.348 -1.272 0.450
C -2.651 -0.810 0.599
O -3.347 -1.118 1.438
O -2.911 0.091 -0.433
C -1.660 0.668 -0.747
O -1.629 1.939 -0.058
H 1.663 0.855 1.050
H 2.711 -0.505 1.164
H 2.711 -0.916 -1.105
H 2.051 0.687 -1.474
H 0.254 -0.801 -1.911
H 0.614 -1.925 -0.586
H -0.296 0.390 0.899
H -1.499 0.998 -1.785
H -2.012 1.829 0.827
Mg 2.986 0.808 2.742
```

***

(19)
Below is a molecular structure, C5H9MgO4Ru, with properties calculated with wB97M-V/def2-TZVPD.

Results
multiplicity: 7
calculated total energy: -21534.548 eV
total charge: +1
orbital gap (spin up / spin down): 4.4 / 7.1 eV
<S²>: 12.02
HOMO level (spin up / spin down): -0.320 / -0.504 hartree

Structure (XYZ):
```
20
C5H9MgO4Ru wB97M-V/def2-TZVPD
O 0.618 2.665 -0.206
C 1.736 2.082 0.178
C 1.851 0.771 0.531
O 0.552 0.199 0.772
C 0.288 -0.975 0.021
C -1.191 -1.251 0.088
O -1.871 -0.059 -0.307
C -3.273 -0.232 -0.470
Mg -0.942 1.686 0.496
H 2.664 2.674 0.107
H 0.855 -1.828 0.424
H 0.601 -0.804 -1.022
H -1.505 -1.526 1.107
H -1.450 -2.071 -0.598
H -3.704 0.747 -0.706
H -3.464 -0.931 -1.296
H -3.722 -0.618 0.457
H 3.797 -0.143 -0.880
Ru 3.650 0.053 1.421
O 4.511 -0.439 -0.117
```

***

(20)
Below is a molecular structure, C5H9MgO4Tl, with properties calculated with wB97M-V/def2-TZVPD.

Results
ΔE to the lowest compared entry with this formula, charge and spin: 251.4 kJ/mol
calculated total energy: -23635.147 eV
total charge: +2
orbital gap (spin up / spin down): 6.7 / 5.5 eV
HOMO level (spin up / spin down): -0.618 / -0.618 hartree

Structure (XYZ):
```
20
C5H9MgO4Tl wB97M-V/def2-TZVPD
O 0.166 0.971 2.434
C 0.077 2.200 1.886
C -0.205 2.448 0.593
O -0.042 1.540 -0.414
C -0.912 0.399 -0.628
C -0.162 -0.500 -1.578
O 0.855 -1.191 -0.817
C 1.600 -2.184 -1.490
Mg 0.456 -0.585 1.096
H -0.132 3.001 2.603
H -0.680 3.384 0.293
H -1.854 0.731 -1.080
H 0.372 0.055 -2.367
H -0.836 -1.260 -2.001
H 2.219 -2.701 -0.748
H 0.931 -2.914 -1.969
H 2.240 -1.692 -2.238
Tl -0.683 -0.278 3.562
O -1.320 -0.928 1.918
H -2.089 -0.495 0.945
```